Record 1
The following is a quantum chemistry calculation of 2 unconnected molecules or ions with the total composition C5H10N in a non-equilibrium geometry, from the Open Molecules 2025 dataset.

Computed properties:
HOMO energy = -13.858 eV
molar mass = 84.14 Da
energy relative to the best compared isomer or geometry (same formula, charge and spin) = 53.70 kcal/mol
total charge = +1
frontier orbital gap = 8.44 eV

Geometry (Å):
N 0.34185 0.93358 -1.01126
C 0.18083 -0.96083 2.31254
C -0.06331 -0.78386 -2.57703
C 0.34087 1.59076 0.08248
C -1.00545 -0.35578 2.35235
C 0.23880 -0.45205 -1.32840
H -0.12887 -0.04650 -3.36717
H 0.41400 -1.14137 -0.51930
H 0.27010 1.50367 -1.85265
H 1.07527 -0.45942 2.66719
H 0.27631 2.67125 0.03231
H -1.87585 -0.97598 2.18864
H -0.08031 -1.82864 -2.85186
H 0.26010 -1.91396 1.80173
H -1.08411 0.69470 2.61084
H 0.47440 1.08471 1.02528


Record 2
The following is a quantum chemistry calculation of 2 unconnected molecules or ions with the total composition H4O2 in a non-equilibrium geometry, from the Open Molecules 2025 dataset.

Computed properties:
SMILES = O.O
HOMO energy = -11.140 eV
molar mass = 36.03 Da
energy relative to the best compared isomer or geometry (same formula, charge and spin) = 3.69 kcal/mol
frontier orbital gap = 11.73 eV

Geometry (Å):
O 1.06702 0.12374 -1.50455
O -1.10901 -0.05924 0.80547
H -0.70299 -0.66062 1.47651
H -1.01917 0.83497 1.21216
H 1.52219 -0.55009 -0.91691
H 0.24197 0.31125 -1.07267


Record 3
The following is a quantum chemistry calculation of a molecular structure, C40H46N10O8P2Re in a non-equilibrium geometry, from the Open Molecules 2025 dataset.

Computed properties:
HOMO energy (alpha / beta) = -11.710 / -11.698 eV
spin multiplicity = 4
molar mass = 1043.03 Da
energy relative to the best compared isomer or geometry (same formula, charge and spin) = 9.13 kcal/mol
total charge = +2
⟨S²⟩ = 3.80
frontier orbital gap (alpha / beta) = 5.87 / 5.11 eV

Geometry (Å):
Re 2.17216 10.64379 19.24898
P -0.54775 9.81934 21.18012
P -1.10149 10.04111 18.40404
O -1.21993 10.95393 21.83554
O 6.22913 20.62916 26.16373
O -1.84651 11.31255 18.21565
O 0.96951 9.89043 20.77460
O -1.57085 8.88107 17.41216
O -1.25888 9.27297 19.80790
O -0.52477 8.48339 22.05328
O 0.45385 10.11755 18.28193
N 1.62366 13.81387 17.39135
N 2.94754 8.78841 18.71725
N 2.86371 7.69121 20.85291
N 2.60844 11.62309 17.51697
N 5.29336 14.94783 23.17766
N 3.84571 11.29489 20.15319
N 1.41531 12.41826 15.56025
N 3.19861 15.70578 23.44209
N 1.43114 12.41704 20.23836
N 3.76890 6.55260 18.96223
C 4.77010 13.00598 21.63444
C 5.50569 11.18713 15.23780
C 0.29556 14.49351 17.24912
C 6.07598 12.53374 21.31098
C 1.84304 6.80077 21.38315
C 6.20404 11.47690 20.42946
C 1.36048 13.48948 14.57789
C 4.94791 17.10602 24.45610
C 4.48737 15.94454 23.74804
C 1.85865 12.60232 16.82624
C 0.77585 14.53170 21.97420
C 3.54877 9.61030 16.50815
C 2.27982 7.54976 16.67354
C 3.96958 18.08064 24.72753
C 4.78213 11.73428 16.28566
C 2.04780 14.03557 21.98217
C 5.42073 21.77684 26.41444
C 2.64823 7.24205 15.37746
C 6.30682 17.29620 24.78582
C 3.28871 5.23317 19.39303
C 4.36879 19.28899 25.30114
C 4.47507 14.08010 22.51038
C 3.16894 14.58198 22.68526
C 2.68287 14.55180 18.01903
C 6.69941 18.48111 25.39056
C 0.17622 12.91056 20.25945
C 2.35284 12.93741 21.11868
C 5.09629 6.58311 18.29546
C 4.17262 9.14228 15.28141
C 3.66909 12.38306 20.98829
C 5.15001 9.95634 14.66762
C 5.08715 10.87233 19.85330
C 2.91085 8.62912 17.30353
C 3.61658 8.45115 21.84504
C 3.68832 11.00344 16.81810
C 3.22835 7.70401 19.54832
C 0.84660 11.14774 15.07932
C 3.68393 7.93330 14.71960
C -0.17341 13.88094 21.16445
C 5.72936 19.51227 25.61576
H 6.34514 11.72228 14.85867
H 4.66524 21.60956 27.18956
H 6.30299 14.96986 23.20844
H 1.68595 6.87184 17.28455
H 1.84753 13.13481 13.64695
H 2.95109 17.83039 24.47926
H 1.10368 7.37629 21.95487
H 6.10017 22.56111 26.73463
H 2.07410 6.49424 14.82030
H 0.66922 10.51360 15.93682
H 1.27368 6.31018 20.57280
H -1.20732 14.17588 21.16098
H -0.47146 13.75600 17.00810
H 0.34231 15.28404 16.49443
H 2.30562 14.97667 18.95726
H 3.55439 5.00056 20.44912
H 2.25625 6.03557 22.05754
H 4.08408 7.60671 13.74318
H 5.62812 9.69455 13.72427
H 7.00781 16.49712 24.54687
H 0.32739 13.77389 14.34433
H 5.12471 5.75534 17.55486
H 3.03843 9.27665 22.24369
H 7.71568 18.70169 25.65937
H 4.95014 12.74377 16.66903
H 2.20090 5.10147 19.25141
H -0.09255 11.33191 14.53707
H 3.64653 20.06686 25.44591
H 3.01513 15.38599 17.39827
H 5.88260 6.39215 19.04694
H 6.93855 12.99760 21.75237
H -0.58159 12.52274 19.58144
H 0.05918 14.96954 18.22081
H 3.56905 13.90731 18.20568
H -1.71267 9.29086 16.52305
H 5.18070 10.05976 19.15646
H 3.86148 7.79963 22.70906
H 0.52340 15.31058 22.66631
H 7.18486 11.12632 20.17373
H 1.85155 14.38946 14.96041
H 5.28794 7.54899 17.80084
H 3.78382 4.48837 18.75799
H 4.97373 22.11727 25.49569
H 4.56360 8.82957 21.43436
H -1.17505 8.49363 22.75992
H 1.60056 10.65906 14.44175


Record 4
The following is a quantum chemistry calculation of 3 unconnected molecules or ions with the total composition C18H35BF3N2O8 in a non-equilibrium geometry, from the Open Molecules 2025 dataset.

Computed properties:
HOMO energy = -12.591 eV
molar mass = 475.29 Da
energy relative to the best compared isomer or geometry (same formula, charge and spin) = 73.87 kcal/mol
total charge = +1
frontier orbital gap = 9.70 eV

Geometry (Å):
F -4.09328 0.10055 3.48473
F -0.84044 -0.90684 4.96316
F -3.71211 -1.52927 5.24121
O 2.25546 -6.38287 0.01575
O 1.99732 -0.11670 -4.44838
O 3.84164 -5.16620 1.08827
O 0.63979 -0.55823 -0.06075
O 2.07447 1.53330 -5.85699
O 0.85458 1.78355 -3.95594
O 1.61612 -4.85489 1.42308
O -2.21457 3.69736 1.59875
N -3.57589 1.84610 0.56985
N -1.14609 1.39307 1.59265
C -0.56453 1.64716 2.94882
C 1.74150 2.87032 -6.25681
C -0.80659 -0.55265 -0.12979
C 2.35160 -2.53916 1.62200
C -3.23603 -0.49834 4.43636
C 3.30061 -7.01376 -0.72451
C -3.41643 1.70586 -0.91533
C -1.89027 -0.06895 4.54009
C -1.53432 1.43877 4.18951
C 1.60987 -0.61823 -3.17361
C 1.08584 0.74110 0.39468
C 2.68837 -5.44508 0.86977
C 1.89777 -3.79518 2.34357
C -4.74667 2.74851 0.90458
C -1.39375 -0.06434 1.27426
C -0.06968 1.83267 0.59449
C 2.50998 3.90022 -5.44974
C 1.56568 1.13080 -4.68645
B -2.34595 2.29992 1.25137
H -2.56058 2.34108 -1.32949
H 0.66146 3.02959 -6.19556
H 2.49375 -1.71773 2.32920
H -1.22405 -0.02548 -1.04653
H -0.09311 2.68946 3.06619
H 1.79102 1.16548 -0.41033
H 1.91011 -1.66457 -3.11677
H 1.61587 -2.24072 0.87124
H 2.24372 3.85844 -4.39157
H 2.30110 4.90826 -5.81319
H -4.57387 3.82985 0.59041
H -2.51293 2.01503 4.16661
H -0.96690 1.83962 5.11011
H 2.85847 -7.82542 -1.30237
H 3.29423 -2.69984 1.09455
H -3.29393 0.58806 -1.13398
H 2.02107 2.95798 -7.30840
H -2.55019 3.88382 2.49934
H -1.11666 -1.65656 -0.23622
H 0.31782 0.91884 3.08349
H 0.52738 -0.56186 -3.03804
H 3.58468 3.71339 -5.51388
H -2.47738 -0.38812 1.37262
H 2.62706 -4.12067 3.09034
H 0.96502 -3.58786 2.87328
H 0.45960 2.78466 0.96683
H -5.63494 2.34278 0.30757
H 2.12515 -0.06601 -2.38479
H 3.75123 -6.29925 -1.41676
H 4.05812 -7.43464 -0.06026
H -4.37394 2.01463 -1.47214
H -0.81962 -0.65257 2.08273
H -0.57068 2.16091 -0.38981
H 1.71802 0.69961 1.35234
H -5.00016 2.64124 2.01457


Record 5
The following is a quantum chemistry calculation of C24H29N3O6S in the gas phase in a non-equilibrium geometry, from the Open Molecules 2025 dataset.

Computed properties:
SMILES = COc1ccc(OC)c([C@H]2C(C(=O)c3sc(C)nc3C)=C(O)C(=O)N2CCN2CCOCC2)c1
HOMO energy = -8.235 eV
molar mass = 487.58 Da
energy relative to the best compared isomer or geometry (same formula, charge and spin) = 36.75 kcal/mol
frontier orbital gap = 8.39 eV

Geometry (Å):
S 0.51069 1.75461 2.52169
O 0.95415 -2.10329 1.94159
O -4.04073 -0.17230 0.35916
O 2.09019 -0.52889 -0.58531
O -0.08633 4.53746 -0.78100
O -2.52065 -0.75562 2.71566
O -2.61953 -5.03350 -1.08921
N -2.12178 -2.40636 -2.01252
N -1.99588 -0.05401 -0.70881
N 2.91342 1.45711 3.35743
C -2.82324 -0.23760 0.34069
C -1.96463 -0.54917 1.51085
C 2.50763 0.22108 2.99143
C -3.41023 -3.94812 -0.66410
C -2.45181 0.02460 -2.07024
C 2.46615 1.87550 -0.76259
C -0.27095 2.21268 -0.62481
C -1.31617 -4.59918 -1.39470
C 1.65015 0.76184 -0.64966
C -0.61488 -0.27128 -0.35727
C 0.25893 0.94081 -0.57940
C 0.55249 3.33353 -0.74743
C 3.42492 -0.93361 3.15487
C 2.00577 2.35688 3.18806
C 0.54040 -0.96416 1.88172
C 3.47698 -0.76614 -0.59073
C -1.33193 -3.52709 -2.48624
C 1.92544 3.15288 -0.81046
C -3.47496 -2.85260 -1.72778
C -0.68635 -0.60350 1.11885
C 1.22161 0.16824 2.48653
C -2.05870 -1.23699 -2.86358
C 0.69008 5.70329 -0.90453
C 2.17457 3.78815 3.52553
H -3.48096 -0.65744 2.59802
H -4.40402 -4.35071 -0.46278
H 1.26419 5.70850 -1.83682
H 2.59843 3.99120 -0.89257
H -3.96390 -3.25015 -2.63553
H -2.70566 -1.31830 -3.75371
H -0.83793 -4.18444 -0.49465
H -2.02892 0.90763 -2.55994
H 1.79966 4.41413 2.71859
H 3.18407 -1.71264 2.43680
H -2.99188 -3.52199 0.26017
H 3.93291 -0.45633 -1.53700
H 3.97362 -0.25540 0.23952
H 4.45556 -0.60396 3.04956
H -0.30988 -3.19310 -2.68076
H -1.33500 2.36558 -0.54481
H -3.53752 0.13438 -2.02045
H -4.06485 -2.02054 -1.34493
H 3.22626 3.99645 3.70216
H 1.37396 5.82543 -0.05780
H 3.58713 -1.84241 -0.47019
H 3.53816 1.77094 -0.80821
H -1.74749 -3.95827 -3.41484
H -0.01879 6.52955 -0.91448
H 1.61167 4.02816 4.42733
H -0.76739 -5.48212 -1.72700
H -1.02652 -1.13245 -3.20859
H -0.20033 -1.12534 -0.90464
H 3.30060 -1.35157 4.15383


Record 6
The following is a quantum chemistry calculation of a molecular structure, C5H8OS in a non-equilibrium geometry, from the Open Molecules 2025 dataset.

Computed properties:
HOMO energy = -8.354 eV
molar mass = 116.18 Da
energy relative to the best compared isomer or geometry (same formula, charge and spin) = 175.41 kcal/mol
frontier orbital gap = 8.95 eV

Geometry (Å):
S -0.37483 2.40169 -0.22087
O 0.76100 0.32567 1.17141
C 0.18130 -1.99550 -1.00799
C -0.35456 0.68665 -0.79286
C -0.46884 0.16042 0.53912
C 0.67715 1.75477 1.50670
C -0.75872 -0.79565 -0.62077
H 0.61213 -1.95694 -2.26616
H 0.08845 1.87877 2.60835
H 1.32815 -2.13393 -0.46577
H -0.34822 -3.04536 -0.61741
H -1.44443 0.62292 0.96907
H -1.86947 -1.16119 -0.73135
H 1.46768 2.60963 1.44249
H 0.50319 0.64806 -1.51396